# 1
{
  "formula": "C44H100AsF18N7O13S4",
  "method": "ωB97M-V/def2-TZVPD",
  "species": ["C", "C", "N", "C", "C", "C", "C", "C", "O", "C", "H", "H", "H", "H", "H", "H", "H", "H", "H", "H", "H", "H", "H", "H", "H", "H", "H", "H", "H", "H", "C", "C", "N", "C", "C", "C", "C", "C", "O", "C", "H", "H", "H", "H", "H", "H", "H", "H", "H", "H", "H", "H", "H", "H", "H", "H", "H", "H", "H", "H", "C", "C", "N", "C", "C", "C", "C", "C", "O", "C", "H", "H", "H", "H", "H", "H", "H", "H", "H", "H", "H", "H", "H", "H", "H", "H", "H", "H", "H", "H", "C", "C", "N", "C", "C", "C", "C", "C", "O", "C", "H", "H", "H", "H", "H", "H", "H", "H", "H", "H", "H", "H", "H", "H", "H", "H", "H", "H", "H", "H", "C", "C", "N", "C", "C", "C", "C", "C", "O", "C", "H", "H", "H", "H", "H", "H", "H", "H", "H", "H", "H", "H", "H", "H", "H", "H", "H", "H", "H", "H", "As", "F", "F", "F", "F", "F", "F", "C", "F", "F", "F", "S", "O", "O", "N", "S", "O", "O", "C", "F", "F", "F", "C", "F", "F", "F", "S", "O", "O", "N", "S", "O", "O", "C", "F", "F", "F"],
  "positions_angstrom": [[-4.4877, -2.2396, -0.7801], [-5.6543, -1.3038, -1.2165], [-6.0609, -1.4553, -2.7677], [-7.2523, -0.4927, -2.9467], [-4.9188, -1.0263, -3.7149], [-4.3587, 0.3736, -3.4490], [-6.5040, -2.9612, -3.0956], [-7.6261, -3.5580, -2.1716], [-8.7501, -2.9201, -2.6448], [-9.9583, -3.3557, -1.9699], [-4.2284, -2.0322, 0.2581], [-3.5543, -2.1218, -1.3306], [-4.8731, -3.2591, -0.7927], [-5.3735, -0.2735, -0.9979], [-6.5593, -1.3995, -0.6167], [-7.5903, -0.6020, -3.9772], [-6.9765, 0.5340, -2.7060], [-8.0526, -0.6866, -2.2324], [-5.2591, -1.0905, -4.7484], [-4.1661, -1.8047, -3.5901], [-3.9560, 0.3557, -2.4363], [-5.0600, 1.2075, -3.4796], [-3.6206, 0.6313, -4.2085], [-5.5578, -3.4955, -3.1815], [-6.9976, -2.8146, -4.0563], [-7.3648, -3.3697, -1.1303], [-7.7110, -4.6413, -2.2577], [-9.7893, -3.4894, -0.9015], [-10.5021, -4.2652, -2.2252], [-10.6893, -2.5475, -1.9916], [-0.5098, 0.0056, -2.5558], [0.5471, 0.9411, -1.9122], [1.4656, 1.7584, -2.8160], [0.7299, 2.5962, -3.9304], [2.0946, 2.8075, -1.7568], [2.9369, 2.2670, -0.5864], [2.5579, 0.8081, -3.3964], [3.8884, 1.4362, -3.6602], [3.7083, 2.5507, -4.5030], [3.7524, 2.4360, -5.8767], [-1.0403, 0.5282, -3.3519], [-1.2061, -0.3992, -1.8214], [-0.0711, -0.9253, -2.9150], [1.1392, 0.3204, -1.2396], [0.0282, 1.5412, -1.1648], [0.1958, 1.7809, -4.4184], [1.3118, 3.1540, -4.6641], [0.0407, 3.2837, -3.4401], [1.1455, 3.2940, -1.5319], [2.8064, 3.4414, -2.2855], [3.7609, 2.9768, -0.5138], [3.2768, 1.2508, -0.7866], [2.5272, 2.2321, 0.4231], [2.0838, 0.5033, -4.3293], [2.6934, -0.0760, -2.7734], [4.6016, 0.7301, -4.0856], [4.4105, 1.6793, -2.7348], [3.0525, 3.2141, -6.1811], [3.3618, 1.5120, -6.3032], [4.7778, 2.5259, -6.2353], [-2.6441, 0.7726, 0.8916], [-3.0637, 1.8689, 1.8811], [-2.8076, 1.4605, 3.3332], [-3.5186, 0.0956, 3.6878], [-1.3178, 1.1692, 3.6100], [-0.9878, 0.5612, 5.0165], [-3.2692, 2.5327, 4.3843], [-4.7762, 2.9868, 4.3843], [-5.6861, 1.8969, 4.8028], [-7.0269, 2.4071, 4.9486], [-1.6243, 0.3911, 0.8401], [-2.9403, 1.0136, -0.1293], [-3.2651, -0.0793, 1.1684], [-4.1005, 2.1851, 1.7666], [-2.5755, 2.8287, 1.7120], [-3.0112, -0.8372, 3.4418], [-4.5047, 0.2157, 3.2391], [-3.5566, 0.1748, 4.7742], [-0.9014, 2.1719, 3.5143], [-1.0271, 0.4920, 2.8068], [0.0750, 0.3632, 5.1558], [-1.4881, -0.4043, 5.0907], [-1.3217, 1.1238, 5.8884], [-2.5731, 3.3229, 4.1030], [-3.1217, 2.2896, 5.4366], [-4.9900, 3.2139, 3.3399], [-4.7927, 3.8515, 5.0477], [-7.7168, 1.5707, 5.0606], [-7.3265, 3.1104, 4.1716], [-7.1948, 3.0314, 5.8262], [0.5028, -7.9831, -2.5310], [0.4337, -6.6300, -1.7508], [1.6249, -5.6368, -2.0027], [1.7662, -5.2658, -3.5000], [1.4053, -4.2281, -1.2572], [0.1688, -3.4112, -1.5656], [2.9138, -6.2507, -1.3533], [4.1911, -5.4661, -1.5358], [4.5515, -5.1382, -2.8529], [5.2110, -3.9339, -3.0128], [1.2218, -8.5684, -1.9578], [0.7011, -7.8574, -3.5954], [-0.4425, -8.5251, -2.5592], [0.3564, -6.8075, -0.6781], [-0.3849, -6.0192, -2.1316], [2.2490, -6.1917, -3.8127], [2.3654, -4.3613, -3.6042], [0.7024, -5.1168, -3.6849], [2.3418, -3.6805, -1.3622], [1.4654, -4.5082, -0.2055], [0.0997, -3.1991, -2.6325], [0.0821, -2.5266, -0.9346], [-0.7771, -3.9034, -1.3391], [3.0563, -7.1181, -1.9978], [2.6375, -6.4980, -0.3284], [5.0290, -5.9459, -1.0301], [4.0723, -4.5403, -0.9729], [6.2338, -4.0404, -2.6514], [4.7506, -3.0340, -2.6050], [5.2923, -3.8162, -4.0934], [2.7461, 2.8244, 7.1583], [4.1046, 2.2103, 6.5991], [4.1381, 2.0549, 5.0494], [2.8042, 1.5034, 4.5727], [4.3581, 3.4373, 4.3362], [4.5575, 3.4874, 2.7363], [5.2109, 0.9581, 4.7110], [6.6765, 1.1289, 5.0774], [7.0217, 2.4252, 4.8074], [8.3831, 2.7803, 4.9991], [2.5391, 3.7690, 6.6555], [2.8455, 3.0199, 8.2260], [1.8669, 2.1870, 7.0646], [4.2868, 1.2851, 7.1458], [4.9585, 2.8581, 6.7974], [2.8565, 1.2429, 3.5156], [2.1482, 2.3564, 4.7466], [2.4706, 0.7384, 5.2739], [5.2748, 3.7605, 4.8295], [3.4995, 4.0885, 4.4999], [3.6230, 3.1470, 2.2903], [5.3314, 2.8508, 2.3073], [4.9162, 4.4809, 2.4675], [5.1243, 0.8306, 3.6320], [4.9726, -0.0052, 5.1619], [7.3749, 0.5370, 4.4858], [6.9365, 0.9723, 6.1243], [8.6608, 2.5827, 6.0345], [8.3578, 3.8039, 4.6253], [9.0728, 2.2083, 4.3784], [3.8641, -1.4583, 1.4726], [4.6791, 0.1472, 1.1568], [2.2175, -0.7537, 1.3787], [3.2485, -3.1105, 1.6513], [5.5278, -2.1868, 1.7140], [3.8895, -1.2645, 3.2543], [3.8173, -1.6627, -0.2465], [-0.2276, 5.4749, 1.0624], [-0.6094, 6.6820, 1.4095], [-1.2074, 4.6656, 0.7074], [0.6548, 5.4650, 0.0855], [0.7310, 4.6327, 2.5651], [1.0992, 3.3182, 2.0433], [1.8501, 5.5787, 2.7788], [-0.5321, 4.4731, 3.7742], [-0.1283, 5.5047, 4.8388], [1.1688, 5.2886, 5.4474], [-0.1859, 6.8462, 4.3101], [-1.5687, 5.2362, 6.1374], [-1.6048, 6.1460, 7.1158], [-2.7123, 5.2134, 5.5431], [-1.4346, 4.0322, 6.7518], [2.3806, -2.4774, -7.1117], [1.6970, -3.3248, -7.8728], [3.5214, -3.0694, -6.7148], [2.7203, -1.3543, -7.7598], [1.2669, -2.0068, -5.5197], [0.4704, -3.2660, -5.3992], [2.2220, -1.8169, -4.4202], [0.3263, -0.5732, -5.8469], [-1.0192, -1.1189, -6.3058], [-0.9891, -2.1275, -7.3863], [-1.9459, -1.4814, -5.2272], [-1.7718, 0.4896, -7.0765], [-1.1695, 0.8659, -8.2328], [-3.0924, 0.3376, -7.1421], [-1.6522, 1.4809, -6.1956]],
  "lowdin_charge": [-0.0461, -0.1264, -0.2034, 0.0147, -0.1479, -0.0451, -0.0081, -0.2214, -0.1978, -0.0540, 0.0676, 0.0743, 0.0757, 0.1007, 0.1175, 0.1180, 0.0946, 0.0992, 0.1396, 0.1089, 0.0517, 0.0816, 0.0750, 0.1282, 0.1324, 0.1107, 0.1406, 0.0858, 0.0973, 0.0944, -0.0521, -0.1559, -0.1675, 0.0712, -0.1037, -0.0585, -0.0897, -0.1811, -0.1994, -0.0972, 0.0573, 0.0609, 0.0458, 0.1158, 0.1168, 0.0579, 0.0985, 0.1047, 0.1006, 0.1198, 0.0934, 0.0612, 0.0479, 0.0856, 0.1197, 0.1449, 0.1235, 0.0944, 0.0885, 0.1010, -0.0508, -0.1266, -0.2140, 0.0267, -0.1272, -0.0238, -0.0687, -0.1354, -0.1992, -0.0924, 0.0778, 0.0742, 0.0490, 0.1232, 0.1186, 0.1048, 0.0990, 0.0952, 0.0766, 0.1141, 0.0719, 0.0677, 0.0784, 0.0856, 0.1259, 0.1094, 0.1286, 0.0926, 0.0856, 0.0880, -0.0455, -0.1289, -0.2270, 0.0477, -0.1238, -0.0575, -0.0555, -0.2037, -0.1814, -0.0984, 0.0779, 0.0800, 0.0855, 0.1267, 0.1053, 0.1073, 0.0882, 0.0899, 0.1021, 0.1198, 0.0621, 0.0804, 0.0718, 0.1266, 0.1432, 0.1467, 0.1039, 0.1003, 0.0847, 0.0969, -0.0450, -0.1059, -0.2052, -0.0040, -0.0808, -0.0267, -0.0658, -0.2201, -0.2402, -0.0563, 0.0478, 0.0856, 0.0661, 0.1260, 0.1233, 0.0943, 0.0809, 0.1012, 0.1059, 0.1020, 0.0310, 0.0665, 0.0908, 0.1003, 0.1294, 0.1420, 0.1270, 0.0954, 0.1027, 0.0915, 0.8887, -0.2946, -0.3031, -0.2839, -0.3016, -0.2793, -0.2713, -0.6755, 0.1868, 0.1274, 0.1502, 0.7211, -0.3515, -0.2972, -0.3152, 0.5262, -0.3151, -0.2914, -0.6424, 0.1569, 0.1569, 0.0939, -0.5910, 0.1600, 0.1316, 0.1302, 0.7381, -0.3530, -0.3471, -0.2944, 0.5446, -0.3082, -0.3410, -0.6218, 0.1375, 0.1281, 0.0986],
  "lumo_energy_ha": -0.153,
  "spin_multiplicity": 1,
  "energy_ev": -237369.75689,
  "gap_ev": 8.5,
  "charge": 2
}

# 2
{
  "formula": "C15H50O10",
  "method": "ωB97M-V/def2-TZVPD",
  "species": ["C", "O", "H", "H", "H", "H", "C", "O", "H", "H", "H", "H", "C", "O", "H", "H", "H", "H", "O", "H", "H", "C", "C", "O", "H", "H", "H", "H", "H", "H", "C", "C", "O", "H", "H", "H", "H", "H", "H", "C", "C", "O", "H", "H", "H", "H", "H", "H", "C", "C", "O", "H", "H", "H", "H", "H", "H", "C", "C", "O", "H", "H", "H", "H", "H", "H", "C", "C", "O", "H", "H", "H", "H", "H", "H"],
  "positions_angstrom": [[-1.9767, 4.1542, 7.4772], [-2.1814, 3.7632, 8.8016], [-2.8779, 4.5917, 7.0476], [-1.0567, 4.7378, 7.4443], [-1.8347, 3.2034, 6.9635], [-1.4923, 3.1360, 9.0326], [-1.1431, 10.4706, 7.2098], [-2.1865, 11.3908, 7.3113], [-0.1974, 10.8828, 6.8578], [-1.1338, 10.1104, 8.2385], [-1.4060, 9.7056, 6.4792], [-1.8096, 12.2369, 7.5635], [-6.3069, 8.9113, 9.8614], [-6.5063, 7.9132, 8.8296], [-5.2962, 9.0849, 10.2310], [-6.6582, 9.8830, 9.5144], [-6.9506, 8.4974, 10.6376], [-6.5794, 7.0620, 9.2673], [-6.6364, 5.7242, 4.1238], [-7.1696, 5.8383, 4.9105], [-5.8713, 6.2806, 4.2698], [-3.2255, 7.4985, 7.0755], [-3.5663, 7.6760, 5.6267], [-5.0231, 7.7048, 5.4808], [-2.2257, 7.1043, 7.2578], [-3.9428, 6.8713, 7.6048], [-3.3442, 8.3944, 7.6849], [-3.2341, 6.7728, 5.1148], [-3.0925, 8.5037, 5.0988], [-5.3617, 8.1615, 6.2543], [-0.0958, 6.9554, 10.6034], [-0.4274, 5.8641, 11.5965], [0.5710, 5.5921, 12.5005], [0.0851, 7.8747, 11.1605], [-0.9621, 7.1594, 9.9741], [0.7324, 6.7498, 9.9252], [-0.6273, 4.9346, 11.0635], [-1.2794, 6.0156, 12.2593], [0.4060, 6.1669, 13.2515], [-9.8672, 6.1638, 5.8530], [-8.7263, 6.7288, 6.7066], [-7.6637, 5.9078, 6.6180], [-10.3076, 5.2642, 6.2828], [-9.5398, 6.0430, 4.8204], [-10.6807, 6.8892, 5.8671], [-8.9633, 6.7998, 7.7681], [-8.4173, 7.7110, 6.3491], [-7.0017, 6.2822, 7.2037], [-6.4195, 10.2404, 3.8844], [-7.1390, 10.8363, 2.6639], [-8.5290, 10.6199, 2.8107], [-6.7987, 9.2219, 3.9680], [-6.6471, 10.8013, 4.7909], [-5.3332, 10.3068, 3.8238], [-6.7687, 10.2099, 1.8523], [-6.8683, 11.8799, 2.5036], [-8.8533, 10.9354, 3.6573], [1.2221, 8.0210, 7.1835], [0.6291, 7.7654, 5.8307], [0.9572, 8.8404, 5.0796], [0.4380, 8.0532, 7.9400], [1.7802, 8.9563, 7.2276], [1.8976, 7.2535, 7.5613], [-0.4207, 7.4722, 5.8236], [1.1917, 6.9143, 5.4470], [0.9317, 8.6912, 4.1316], [-3.7447, 3.2562, 2.3565], [-3.2055, 4.6008, 2.9331], [-1.8829, 4.4409, 3.4558], [-4.3187, 3.3901, 1.4396], [-4.3070, 2.5986, 3.0194], [-2.8938, 2.6420, 2.0618], [-3.8319, 4.9552, 3.7517], [-3.2692, 5.3664, 2.1599], [-1.8322, 4.6762, 4.3851]],
  "lowdin_charge": [-0.1776, -0.1232, 0.0753, 0.0785, 0.0832, 0.0784, -0.1805, -0.1187, 0.0861, 0.0825, 0.0576, 0.0768, -0.1101, -0.1463, 0.0746, 0.0817, 0.0817, 0.0743, -0.0679, -0.0301, -0.0155, -0.0987, -0.2469, -0.0991, 0.0548, 0.0747, 0.0730, 0.0901, 0.1117, 0.0670, -0.0780, -0.3606, -0.0657, 0.0751, 0.0623, 0.0650, 0.0999, 0.1163, 0.0860, -0.0538, -0.3638, -0.0790, 0.0764, 0.0784, 0.0719, 0.1101, 0.1141, 0.0717, -0.1012, -0.3179, -0.0794, 0.0683, 0.0673, 0.0697, 0.1106, 0.1045, 0.0781, -0.0787, -0.3734, -0.0569, 0.0405, 0.0875, 0.0741, 0.0915, 0.1120, 0.1022, -0.0726, -0.2853, -0.0910, 0.0652, 0.0667, 0.0645, 0.0823, 0.1065, 0.0513],
  "lumo_energy_ha": 0.008,
  "spin_multiplicity": 1,
  "energy_ev": -36835.96432,
  "gap_ev": 10.3,
  "charge": 0
}

- Among the records above, which one has the highest charge?
  C44H100AsF18N7O13S4